(1)
47
Properties=species:S:1:pos:R:3 method="wB97M-V/def2-TZVPD" multiplicity=6 e_above_lowest_kcal_mol=0.0 total_charge=+2 orbital_gap_ev="8.19 / 8.24" lumo_energy_ev="-5.3 / -5.3"
H -0.64551 3.30622 2.27872
C 1.95581 0.15620 1.96763
C -2.40679 -1.61382 2.15324
C -0.63591 -3.01251 -2.68444
N -3.32475 -0.70509 2.52113
S -1.96242 -2.04094 0.53936
H 0.21115 3.65879 -1.62059
C 1.28282 -1.59700 -4.34185
H -1.79159 -1.63322 -5.08923
H -3.85758 -0.15954 1.86321
N 0.48686 3.81929 -0.66614
H -1.20290 0.03451 -4.94890
H -2.36520 -1.92795 5.36612
C 3.29614 -0.10860 0.06576
H -0.74992 -3.46218 4.37407
P -0.18151 -1.41019 -3.34001
H 2.13460 -1.87880 -3.72250
C 3.09000 0.13252 2.78414
C -2.58407 -1.61689 4.36161
C -1.51067 -0.84716 -4.38777
Dy -0.20887 -0.06692 -0.03941
H 2.97740 0.22645 3.85408
H -1.26592 -4.09790 2.79284
N -1.95155 -2.18331 3.27671
N 2.08492 0.04164 0.63068
O 0.07208 -0.40936 -2.19235
N -0.11998 3.75334 1.54473
C -3.44885 -0.69114 3.89167
H 1.18031 4.53193 -0.49198
C 4.44942 -0.13559 0.81445
H 3.31305 -0.19577 -1.01357
H 1.13063 -2.36994 -5.09505
C 4.32948 -0.01026 2.20014
H 5.21447 -0.02654 2.82251
H -0.01197 -2.82538 2.88429
H 5.41034 -0.25052 0.33717
S 0.31611 0.33007 2.58570
H -4.13826 -0.04145 4.39698
S -1.60461 2.28938 -0.11486
H -0.55536 -3.76849 -3.46721
C -0.31292 3.36551 0.29836
H 1.50472 -0.65410 -4.84172
C -0.92501 -3.21581 3.33093
H -2.37969 -0.59376 -3.77906
H 0.03262 -3.30334 -1.87099
H -1.66304 -3.00013 -2.31713
H 0.60238 4.40703 1.80612



(2)
47
Properties=species:S:1:pos:R:3 method="wB97M-V/def2-TZVPD" multiplicity=1 e_above_lowest_kcal_mol=0.0 total_charge=+2 orbital_gap_ev=7.79 lumo_energy_ev=-8.1
H -1.29222 -2.41766 -1.62389
C -0.76718 1.59020 -2.98431
H 2.58006 2.07784 -2.80112
C -3.52794 -1.60850 0.49590
F 1.59609 0.80112 4.19327
H -4.38017 1.33898 0.44827
C -2.17663 0.40228 -1.32923
H -0.41885 -3.70863 -0.19199
In -0.06357 -0.09539 1.34943
C 0.47970 2.06594 -3.35827
H -0.37156 -2.44008 0.88252
F 2.15866 2.20175 2.55878
H 3.45714 0.47899 -1.13929
H -3.06293 0.81188 -1.81919
H 0.58252 2.62342 -4.27636
H 2.86452 1.52150 0.15177
H 2.59287 -3.11443 -0.02993
C -0.11756 1.51574 2.68840
C 1.56275 1.77935 -2.54532
O -0.38694 -2.76028 -0.04181
H 3.63203 -1.70299 2.33707
C 2.58449 0.70762 -0.51735
C 2.56996 -2.16150 -0.60265
H 3.52847 -2.04025 -1.15269
H -2.95998 -2.50653 0.20558
H 1.72183 -2.21784 -1.31740
O -1.38527 -2.33477 -2.56184
H -2.82726 2.17938 0.88271
H -2.27674 -2.38625 -2.65734
H -3.59899 1.05752 2.06207
C -3.43523 1.27926 1.00749
C 3.71401 -0.79495 1.71569
H -2.16615 -0.59027 -1.72794
F -1.16835 1.36371 3.59152
H -3.80357 -1.70358 1.55685
F -0.42108 2.63517 1.91225
H 4.67348 -0.79985 1.17215
C -0.87251 0.98318 -1.72185
C 1.15226 1.84871 3.43975
H -4.44600 -1.50705 -0.10422
H 3.66099 0.08966 2.36725
C 1.39868 1.08019 -1.34755
F 1.01350 2.88337 4.31339
P 2.35639 -0.77738 0.52852
P -2.44934 -0.12467 0.46285
H -1.69251 1.73538 -3.56293
N 0.18813 0.74069 -0.90901



(3)
47
Properties=species:S:1:pos:R:3 method="wB97M-V/def2-TZVPD" multiplicity=5 e_above_lowest_kcal_mol=0.0 total_charge=+2 orbital_gap_ev="4.25 / 3.84" lumo_energy_ev="-7.9 / -11.9"
H -6.27002 -1.78279 -1.46359
P 0.94642 2.08093 0.25148
C 1.88038 -1.45182 -1.96267
P -0.51280 -2.14788 -0.60684
F -1.94901 1.52571 1.44327
H -0.15644 -3.62000 1.35654
H 2.11885 2.32394 2.41925
O -3.06497 2.22977 -3.87252
Rh 0.00000 0.00000 0.00000
H -3.22235 1.89186 -4.79745
C 2.18280 0.86559 -1.99434
H -0.78186 -4.54668 -0.01632
H 1.02173 2.62008 -2.12868
H -0.32854 3.87807 1.38644
H 3.10126 1.40435 1.26504
H 3.65088 1.64540 -3.37141
H -1.42605 -1.83283 -2.88905
C -1.49571 0.21903 1.44248
H -2.68599 -2.39481 -1.77506
H 1.03470 -3.44441 -2.05362
F -0.48810 -1.43792 2.81781
C 0.09925 3.75507 0.39158
C 3.16761 0.76217 -2.98029
H 0.81247 4.55978 0.21299
C 2.44083 2.26406 1.37942
F -2.55766 -0.61444 1.13926
H 4.27044 -0.61536 -4.21475
C 1.74290 2.22213 -1.45859
C -0.94297 -0.13422 2.81705
H -3.30106 1.44791 -3.23013
H 1.79362 -3.01929 -0.52539
N 1.54065 -0.22298 -1.49236
H -0.69926 3.83076 -0.34742
F -1.93372 0.00135 3.77233
C 3.51026 -0.50659 -3.45505
C -1.64297 -2.51642 -2.06745
H -1.87523 -3.52790 0.93495
F 0.10618 0.70720 3.13095
H 2.57790 2.92125 -1.42191
C 1.16548 -2.63894 -1.33091
H 3.12124 -2.62148 -3.28975
H 2.99745 3.16823 1.13351
H -4.70919 -1.67889 -1.09819
C 2.86322 -1.63305 -2.93968
C -0.86618 -3.60684 0.52924
H -1.49766 -3.53795 -2.41865
O -5.40899 -1.35826 -1.75520



(4)
46
Properties=species:S:1:pos:R:3 method="wB97M-V/def2-TZVPD" multiplicity=4 total_charge=+2 orbital_gap_ev="6.36 / 3.91" lumo_energy_ev="-7.5 / -10.9"
H 3.70466 -0.63392 0.30028
C -0.34530 -0.96462 -0.11717
C -1.56027 2.08107 -1.86497
Tc 0.21731 0.90461 0.71078
N 2.65249 0.25233 -1.18040
C -2.10799 -2.32180 -1.13475
H 0.85492 -3.96523 -1.22707
H -2.54902 2.34786 -2.25647
F -2.02986 1.00751 3.58644
H -3.07747 2.24141 1.66896
C 2.64957 -0.53324 0.00872
F -1.20677 -1.46942 3.19279
H 4.05141 1.24253 -2.37274
H 2.48870 0.28616 -3.24179
H -0.91083 2.96685 -1.86414
H 2.62521 -2.55461 -0.70907
Te -0.48761 0.00725 4.13168
H -2.56798 3.60089 0.61263
H -1.09932 1.30505 -2.48725
C -1.18694 -3.32937 -1.40845
H 1.47054 1.88431 0.22443
H 3.32007 2.22476 -1.07380
H -1.50624 -4.25307 -1.87839
H 4.52613 0.98265 -0.64982
P -1.74908 1.53854 -0.15325
H 0.96214 0.56265 -2.36916
C -2.68018 -0.05468 -0.23067
H -3.45038 0.00571 -1.01676
H 2.17689 -2.34719 0.96484
H 1.62323 -1.09642 -2.47166
C -1.69481 -1.15991 -0.48618
H -3.15556 -2.42578 -1.43769
H 2.16300 0.05284 0.85368
C 1.89129 -0.03347 -2.36531
C 0.13722 -3.17587 -1.01710
C -2.97107 2.58349 0.63119
F 0.27607 1.52863 5.01833
H -3.19179 -0.17795 0.73628
C 3.70102 1.22370 -1.32995
C 0.56987 -2.00634 -0.39103
C 2.01679 -1.92911 -0.04304
H -3.91463 2.51960 0.07726
H -0.66307 2.19565 1.35599
O 0.41515 0.53382 2.53632
F -1.42705 -0.58601 5.70295
F 1.03954 -1.06187 4.46452



(5)
43
Properties=species:S:1:pos:R:3 method="wB97M-V/def2-TZVPD" multiplicity=6 e_above_lowest_kcal_mol=3.9 total_charge=0 orbital_gap_ev="5.80 / 6.77" lumo_energy_ev="0.2 / 0.2"
N -0.29416 2.95177 -1.72067
H -2.36127 -0.61436 -3.23668
H -1.92042 -3.30102 -0.33207
C -0.97929 -1.49380 0.38399
H -0.46207 -3.16976 -2.20123
H -0.55136 -0.81722 3.70560
H -3.10088 -0.14039 -1.69638
H -0.40518 3.03328 2.64679
H 1.84407 -1.11952 -0.17246
Si -0.70157 -0.82459 -1.38244
O 2.59307 0.91234 -1.39704
H 2.31958 1.68605 2.67602
H -2.87159 4.59139 -2.36017
C -1.60848 -2.73968 0.54587
C 1.75848 0.74666 2.61083
H -1.64977 -2.99773 3.92149
C 3.30850 -0.04693 -1.06924
C -0.95845 3.82532 -2.02998
C 0.15605 -2.26611 -2.26999
C -0.86432 2.04854 2.50570
H -2.85980 -1.85517 -2.07155
C -1.83698 4.92354 -2.41306
H -1.61319 5.23589 -3.43018
Mn 0.54151 1.25909 -0.96094
H 1.13709 -2.49720 -1.84237
H 0.30190 -2.03868 -3.33233
C -1.46348 -2.58367 2.93666
H 1.42485 0.48516 3.62260
C -0.84242 -1.35154 2.80354
H -1.84568 2.19500 2.04219
C -2.41964 -0.85599 -2.16954
H -1.02191 1.60175 3.49414
N 4.63975 -0.02357 -1.32915
H -2.33943 -4.24701 1.88883
C -1.84999 -3.28354 1.79764
H 2.45449 -0.03060 2.28246
Si 0.25168 0.93358 1.46404
H -1.69472 5.76332 -1.73713
H 4.96460 0.71912 -1.92184
H 5.18417 -0.86620 -1.29347
H 3.41145 -1.82348 -0.03640
C -0.58596 -0.77957 1.54562
N 2.81079 -1.14446 -0.46771



(6)
51
Properties=species:S:1:pos:R:3 method="wB97M-V/def2-TZVPD" multiplicity=6 e_above_lowest_kcal_mol=1.8 total_charge=0 orbital_gap_ev="7.74 / 7.67" lumo_energy_ev="0.1 / 0.0"
H 1.09263 2.22479 1.08678
H -2.77327 3.63759 1.63108
N 0.61243 -0.94461 -2.00402
H 2.41193 0.20139 -4.59392
H 0.68173 -4.07361 0.05408
S 3.50533 -0.62801 0.77958
C -2.16107 2.74869 1.45688
C -0.15467 -1.92131 -4.04002
N -0.76087 3.14149 1.37778
C -2.40647 3.01739 -0.88342
H -0.52387 1.72469 -2.13552
H -0.93527 -2.28521 -2.05832
C 0.03703 1.94759 1.15368
N 0.29243 -3.41901 1.90198
C -0.58757 4.03479 0.24198
H -0.85437 -2.57491 -4.53622
C -0.20377 2.20549 -1.20452
C -0.20547 -1.76221 -2.66522
H -0.10347 1.25679 1.99278
C -0.63187 -3.43261 4.47048
H -1.92907 0.22239 0.84188
H -1.22677 -3.22251 5.35688
O 2.77573 0.63369 0.46638
O 3.09973 -1.64871 -0.23182
H 0.84183 -1.29251 -5.84122
N 0.86863 -3.25251 0.62138
C 1.65723 -0.37291 -4.07622
N -2.60907 2.09839 0.22848
H -2.10497 0.43339 -0.92242
H -1.18277 4.93829 0.39498
O -0.90917 -2.36461 3.57618
H 0.42363 -3.44331 4.74668
C 1.52903 -0.26781 -2.69992
H 0.84673 2.49789 -1.29062
H -3.01187 3.91519 -0.72082
H -0.92917 -4.39441 4.04758
N -1.00457 3.40539 -1.00892
C 0.79243 -1.21151 -4.76452
C -0.41127 -2.33801 2.35168
N -0.35547 1.25009 -0.09282
H 0.85563 -3.92141 2.58418
H -2.72467 2.53109 -1.81232
S 2.62993 -1.28321 2.47438
H 2.17073 0.39559 -2.12842
H 1.88383 -3.09241 0.66968
O -0.69747 -1.39991 1.61768
Mn 1.07483 -0.71991 0.21268
O 4.92463 -0.47901 0.91378
C -1.79227 0.91609 0.00968
H 0.46543 4.31459 0.15878
H -2.28277 2.05359 2.29128



It is found that the DFT total energy values, taken in the order of the records, are -89223.7625, -56763.3281, -54591.7771, -49737.1884, -67448.5014, -87514.4516 eV.